{"formula": "C11H16Br2O5S", "method": "ωB97M-V/def2-TZVPD", "symbols": ["Br", "C", "C", "Br", "H", "H", "H", "H", "O", "S", "O", "O", "C", "C", "C", "H", "H", "H", "H", "H", "H", "H", "H", "C", "C", "C", "O", "C", "C", "C", "O", "H", "H", "H", "H"], "positions_angstrom": [[-1.617827, -1.224939, 3.462154], [-1.097227, -2.620289, 2.203994], [-0.832947, -1.956939, 0.808544], [0.055843, -3.342609, -0.384786], [-1.910777, -3.339219, 2.107254], [-0.196187, -3.091209, 2.597004], [-0.181117, -1.092159, 0.684514], [-1.788037, -1.688539, 0.357044], [1.808613, 0.505361, -2.352076], [0.683203, -0.255119, -1.879376], [0.834693, -1.013479, -0.658216], [-0.531887, 0.852651, -1.545096], [-1.639587, 0.457351, -0.775436], [-2.954477, 1.115171, -1.271616], [-0.063347, -1.277809, -3.262706], [-1.520647, 0.697111, 0.281194], [-1.764847, -0.625149, -0.750546], [-3.717107, 1.098491, -0.493016], [-3.285207, 0.661321, -2.205816], [-2.919097, 2.192791, -1.431516], [-0.829327, -0.691489, -3.770256], [-0.561617, -2.097659, -2.745326], [0.743723, -1.603759, -3.918826], [2.378113, 2.856121, 1.286274], [1.376383, 2.438611, 2.114354], [0.880613, 1.047281, 2.164274], [-0.075427, 0.710141, 2.888784], [1.591373, 0.164841, 1.289544], [2.509183, 0.604371, 0.376164], [3.007963, 1.987491, 0.283064], [3.846373, 2.413261, -0.494426], [2.598133, 3.909361, 1.379344], [1.060253, 3.214911, 2.795414], [1.248423, -0.851739, 1.165634], [2.863813, -0.154539, -0.305526]], "forces_ev_per_a": [[-1.25, -1.63, 0.23], [0.51, 0.75, -1.21], [-0.76, -1.79, 1.18], [-1.42, -1.23, 1.21], [0.19, 0.09, 0.16], [-0.18, 0.05, -0.04], [-1.04, -0.95, 1.16], [0.15, -0.78, 0.33], [-1.13, -0.46, -0.16], [-1.11, 1.08, -0.09], [0.69, 1.45, -4.39], [1.99, -0.63, -1.33], [-1.97, 0.09, 0.50], [0.54, 0.22, 0.05], [0.07, 0.65, 1.38], [0.45, 0.38, 0.06], [-0.03, 0.46, -0.88], [-0.08, -0.81, -0.02], [-0.21, -0.05, 0.16], [0.78, 0.05, -0.23], [0.38, 0.25, -0.02], [0.25, -0.14, -0.14], [-0.09, 0.08, 0.19], [-1.99, 0.07, 1.35], [1.74, 1.13, -0.76], [-1.46, 0.96, 1.86], [2.75, 1.66, -1.75], [1.71, 0.08, -1.51], [-0.37, -1.28, 1.28], [0.31, 0.62, 0.13], [-0.56, -0.74, 0.39], [0.60, 0.01, -0.40], [-0.69, -0.38, 0.27], [0.78, 0.34, 1.06], [0.45, 0.39, -0.01]], "e_homo_ev": -9.06, "homo_lumo_gap_ev": 7.4, "lumo_ev": -1.680, "e_tot_ev": -172818.7578}